Entry from OMol25: a structure of composition H12O6 at a distorted geometry (ωB97M-V/def2-TZVPD).

```
18
Properties=species:S:1:pos:R:3:forces:R:3
O -0.597 -0.017 0.675 -4.1639 -1.0316 -2.2582
H -0.107 -0.248 -0.114 -0.5483 -1.0484 2.1867
H -0.137 -0.468 1.383 -2.4913 -0.1550 -1.4116
O -1.420 0.293 -1.463 -7.8655 -0.6934 -3.1256
H -0.503 0.383 -1.204 -2.2837 1.1203 0.4888
H -1.895 0.204 -0.637 -0.2594 -0.1578 0.0104
O 0.038 1.551 2.210 0.2990 2.5407 1.6847
H -0.163 1.851 1.324 -0.1885 -0.1741 0.1392
H 0.460 0.701 2.085 0.1939 2.1822 -0.1967
O 0.726 -0.670 2.124 5.5535 -4.4139 5.3584
H 0.523 -0.756 3.056 -0.1142 -0.0136 0.7707
H 1.248 -1.446 1.920 0.4562 -0.3717 -0.2838
O 0.525 0.701 -1.033 10.1056 5.1352 -0.1989
H 0.436 1.486 -1.574 0.2746 0.7474 -0.1309
H 0.934 0.056 -1.610 1.7494 -0.3349 -0.7081
O 0.358 -1.124 -2.363 1.5311 -2.2277 -1.4178
H -0.062 -1.855 -2.816 0.1834 -0.1709 -0.1749
H -0.365 -0.642 -1.962 -2.4318 -0.9327 -0.7324
```
Positions in Å, forces in eV/Å.

Values from the calculation:
- energy relative to the best compared isomer or geometry (same formula, charge and spin) (kcal/mol) = 203.8
- orbital gap (eV) = 9.216
- total charge = 0

So, what does the Mulliken scheme give us? The charges, in e, come out as: -0.9415, 0.5834, 0.3306, -0.8810, 0.1474, 0.3152, -0.7135, 0.3235, 0.4954, -0.5951, 0.3303, 0.3376, -0.7285, 0.3787, 0.5877, -0.7109, 0.3520, 0.3887